Entry 1:
A cluster of 13 separate species, C5H34NO13 in total in a non-equilibrium geometry. Source: OMol25; level of theory: ωB97M-V with the def2-TZVPD basis set.

Strongest force on any atom, Eh/bohr: 0.041
Energy relative to the best compared isomer or geometry (same formula, charge and spin), kcal per mole: 59.3
LUMO level, eV: -2.67
HOMO energy, eV: -12.2
Frontier orbital gap, eV: 9.6

ORCA input file:
```
! wB97M-V def2-TZVPD RIJCOSX def2/J DEFGRID3
* xyz 1 1
O -1.49 -4.74 0.92
C -1.31 -3.66 1.43
C 0.14 -3.20 1.55
C 0.35 -1.76 1.04
C 0.43 -1.67 -0.44
C -0.10 -2.48 -1.35
N 1.41 -0.65 -0.90
H -2.18 -3.03 1.67
H 0.74 -3.82 0.88
H 0.58 -3.39 2.53
H -0.45 -1.17 1.50
H 1.26 -1.31 1.45
H 0.41 -2.49 -2.30
H -0.69 -3.33 -1.08
H 2.26 -0.93 -0.37
H 1.16 0.31 -0.69
H 1.75 -0.74 -1.88
H 4.26 0.90 1.08
H 2.94 0.50 1.75
O 3.53 0.27 1.01
H -0.23 1.71 3.93
H -0.43 1.74 2.36
O 0.22 1.73 3.08
H 2.10 3.55 -0.98
H 2.61 3.43 -2.44
O 1.98 3.07 -1.81
H -2.30 -0.56 -0.84
H -2.46 -1.39 -2.18
O -2.85 -1.19 -1.33
H 1.72 2.53 1.06
H 1.41 3.45 2.21
O 1.25 3.34 1.27
H -2.18 3.82 -0.16
H -0.63 3.91 0.25
O -1.46 3.44 0.35
H -0.39 2.97 -2.60
H -1.80 3.05 -2.83
O -1.21 2.69 -2.15
H -2.79 0.27 1.82
H -2.81 1.78 2.11
O -2.21 1.03 2.05
H 1.40 -0.76 -4.54
H 0.31 -0.27 -3.54
O 1.12 -0.78 -3.62
H -4.77 0.54 0.44
H -4.45 -0.96 0.45
O -4.38 -0.16 0.98
H 4.14 -2.36 0.10
H 3.27 -3.63 -0.11
O 3.44 -2.74 -0.44
H -0.91 1.34 -0.97
H -0.85 1.13 0.55
O -0.83 0.66 -0.28
*
```

Mulliken atomic charge list, values in e, 8 entries: O -0.46; C -0.10; C -0.82; C 0.04; C 0.76; C -1.18; N 0.23; H 0.32

***

Entry 2:
The molecule C4H7NO in a non-equilibrium geometry. Source: OMol25; level of theory: ωB97M-V with the def2-TZVPD basis set.

Structure (SMILES): O[C@H]1CC=NC1
Strongest force on any atom, Eh/bohr: 0.036
Energy relative to the best compared isomer or geometry (same formula, charge and spin), kcal per mole: 57.8
LUMO level, eV: 0.64
HOMO energy, eV: -9.1
Frontier orbital gap, eV: 9.8

ORCA input file:
```
! wB97M-V def2-TZVPD RIJCOSX def2/J DEFGRID3
* xyz 0 1
O -1.56 0.01 1.26
C -0.73 0.51 0.23
C 0.76 0.66 0.61
C 1.39 -0.39 -0.28
N 0.61 -1.30 -0.71
C -0.62 -0.52 -0.91
H -1.29 -0.91 1.37
H -1.17 1.48 -0.05
H 0.94 0.35 1.65
H 1.18 1.67 0.50
H 2.35 -0.31 -0.77
H -1.40 -1.24 -1.03
H -0.45 -0.01 -1.88
*
```

Mulliken atomic charge list, values in e, 8 entries: O -0.55; C 0.07; C -0.45; C -0.20; N -0.46; C -0.67; H 0.36; H 0.36

***

Copy entry 1 word for word.
A cluster of 13 separate species, C5H34NO13 in total in a non-equilibrium geometry. Source: OMol25; level of theory: ωB97M-V with the def2-TZVPD basis set.

Strongest force on any atom, Eh/bohr: 0.041
Energy relative to the best compared isomer or geometry (same formula, charge and spin), kcal per mole: 59.3
LUMO level, eV: -2.67
HOMO energy, eV: -12.2
Frontier orbital gap, eV: 9.6

ORCA input file:
```
! wB97M-V def2-TZVPD RIJCOSX def2/J DEFGRID3
* xyz 1 1
O -1.49 -4.74 0.92
C -1.31 -3.66 1.43
C 0.14 -3.20 1.55
C 0.35 -1.76 1.04
C 0.43 -1.67 -0.44
C -0.10 -2.48 -1.35
N 1.41 -0.65 -0.90
H -2.18 -3.03 1.67
H 0.74 -3.82 0.88
H 0.58 -3.39 2.53
H -0.45 -1.17 1.50
H 1.26 -1.31 1.45
H 0.41 -2.49 -2.30
H -0.69 -3.33 -1.08
H 2.26 -0.93 -0.37
H 1.16 0.31 -0.69
H 1.75 -0.74 -1.88
H 4.26 0.90 1.08
H 2.94 0.50 1.75
O 3.53 0.27 1.01
H -0.23 1.71 3.93
H -0.43 1.74 2.36
O 0.22 1.73 3.08
H 2.10 3.55 -0.98
H 2.61 3.43 -2.44
O 1.98 3.07 -1.81
H -2.30 -0.56 -0.84
H -2.46 -1.39 -2.18
O -2.85 -1.19 -1.33
H 1.72 2.53 1.06
H 1.41 3.45 2.21
O 1.25 3.34 1.27
H -2.18 3.82 -0.16
H -0.63 3.91 0.25
O -1.46 3.44 0.35
H -0.39 2.97 -2.60
H -1.80 3.05 -2.83
O -1.21 2.69 -2.15
H -2.79 0.27 1.82
H -2.81 1.78 2.11
O -2.21 1.03 2.05
H 1.40 -0.76 -4.54
H 0.31 -0.27 -3.54
O 1.12 -0.78 -3.62
H -4.77 0.54 0.44
H -4.45 -0.96 0.45
O -4.38 -0.16 0.98
H 4.14 -2.36 0.10
H 3.27 -3.63 -0.11
O 3.44 -2.74 -0.44
H -0.91 1.34 -0.97
H -0.85 1.13 0.55
O -0.83 0.66 -0.28
*
```

Mulliken atomic charge list, values in e, 8 entries: O -0.46; C -0.10; C -0.82; C 0.04; C 0.76; C -1.18; N 0.23; H 0.32